DFT (the ωB97M-V functional and the def2-TZVPD basis) results for a 2-piece molecular cluster, C5H15NO overall.

Values from the calculation:
Relative energy (zero: lowest compared OMol25 entry of this formula, charge and spin) ... 16.4 kcal/mol
LUMO level ... 0.982 eV
SMILES ... CCCCNC.O
Orbital gap ... 10.3 eV
Electronic energy ... -8965.649 eV

The geometry in ORCA input format:
```
! RIJCOSX wB97M-V def2-TZVPD def2/J DEFGRID3
* xyz 0 1
C -0.5563 -2.7792 -1.5534
C -1.5184 -1.8518 -0.7945
C -0.9086 -0.4924 -0.4429
C 0.2866 -0.5887 0.5004
N 0.6304 0.7660 1.0083
C 2.0638 0.9566 1.3062
H 0.4706 -2.4279 -1.5282
H -0.8887 -2.8909 -2.5883
H -0.5867 -3.7922 -1.1465
H -2.4438 -1.7208 -1.3481
H -1.8514 -2.3068 0.1410
H -0.5462 -0.0237 -1.3628
H -1.6313 0.1827 0.0080
H 0.1289 -1.2600 1.3466
H 1.1648 -0.9468 -0.0324
H 0.1021 0.9049 1.8637
H 2.2449 2.0226 1.4245
H 2.3718 0.4798 2.2425
H 2.6216 0.5614 0.4651
O -0.1861 3.5207 0.0491
H -0.0732 2.5739 0.2600
H -0.1208 3.5305 -0.9126
*
```

In elementary charge units, the natural (NBO) charges are: -0.62 -0.40 -0.40 -0.22 -0.65 -0.41 0.20 0.21 0.21 0.21 0.19 0.20 0.21 0.17 0.18 0.36 0.21 0.17 0.19 -0.97 0.49 0.46